[1]
Formula: C6H16S2
Source: OMol25
Level of theory: ωB97M-V with the def2-TZVPD basis set

Positions of all 24 atoms, in Å:
C -1.552 3.109 0.507
C -1.385 2.378 -0.843
C -1.841 0.879 -0.752
S -1.569 0.161 -2.315
H -1.805 4.157 0.274
H -0.584 3.090 1.035
H -2.327 2.700 1.176
H -2.057 2.844 -1.589
H -0.350 2.452 -1.229
H -1.203 0.343 -0.023
H -2.894 0.748 -0.437
H -2.462 0.984 -2.904
C 2.759 -1.595 1.438
C 1.464 -2.247 1.195
C 1.194 -2.623 -0.269
S 0.747 -1.266 -1.423
H 2.897 -1.399 2.515
H 2.839 -0.639 0.894
H 3.568 -2.263 1.095
H 1.501 -3.174 1.800
H 0.595 -1.654 1.540
H 2.142 -3.037 -0.663
H 0.418 -3.407 -0.367
H -0.093 -0.540 -0.655

Calculated values
LUMO, Ha: 0.0301
Net charge: 0
Frontier orbital gap, hartree: 0.346
Highest occupied orbital energy, eV: -8.59
SMILES: CCCS.CCCS

Löwdin population analysis, charges in e, atoms 1 to 4: C -0.121; C -0.322; C -0.644; S 0.666


[2]
Formula: C32H65BrFN4O9S4
Source: OMol25
Level of theory: ωB97M-V with the def2-TZVPD basis set

Positions of all 116 atoms, in Å:
C 4.552 1.160 0.094
C 5.735 1.304 -0.936
O 5.692 0.283 -1.921
C 6.098 -0.973 -1.368
C 5.051 -2.089 -1.601
C 4.365 -2.007 -3.005
C 3.155 -1.005 -3.004
C 2.177 -1.455 -4.130
C 0.703 -0.965 -4.011
C 0.449 0.442 -4.662
C 1.497 1.525 -4.297
C 1.493 1.974 -2.819
N 0.195 2.519 -2.369
N -0.950 0.925 -4.502
C -1.615 0.404 -3.387
N -2.606 1.100 -2.904
Br -3.033 2.758 -3.652
N -1.375 -0.829 -2.738
C 0.097 -1.068 -2.583
C 0.234 -2.516 -1.992
F 1.353 -2.605 -1.157
C -0.978 -2.921 -1.113
C -0.686 -4.192 -0.275
H 4.008 2.101 0.222
H 4.957 0.841 1.071
H 3.866 0.370 -0.255
H 6.689 1.253 -0.372
H 5.695 2.308 -1.390
H 6.269 -0.847 -0.283
H 7.055 -1.261 -1.846
H 5.553 -3.073 -1.562
H 4.294 -2.086 -0.791
H 5.105 -1.657 -3.750
H 4.055 -3.016 -3.332
H 2.699 -0.924 -2.007
H 3.613 -0.024 -3.221
H 2.598 -1.207 -5.125
H 2.146 -2.563 -4.107
H 0.101 -1.663 -4.639
H 0.585 0.254 -5.746
H 2.505 1.205 -4.608
H 1.255 2.411 -4.920
H 2.249 2.788 -2.740
H 1.837 1.207 -2.106
H 0.155 3.528 -2.443
H 0.108 2.312 -1.376
H -1.468 0.584 -5.317
H -3.154 0.773 -2.114
H -1.795 -1.570 -3.298
H 0.550 -0.387 -1.848
H 0.399 -3.254 -2.800
H -1.203 -2.103 -0.402
H -1.891 -3.093 -1.705
H -0.151 -3.983 0.667
H -0.069 -4.932 -0.820
H -1.628 -4.691 0.015
C 1.668 4.333 4.075
C 1.085 5.313 3.050
C 1.147 4.632 1.679
S 1.057 2.869 1.993
O 2.305 2.263 1.594
O -0.217 2.359 1.524
C 1.022 2.985 3.774
H 1.469 4.651 5.097
H 2.751 4.265 3.947
H 0.046 5.533 3.306
H 1.626 6.259 3.043
H 0.314 4.925 1.041
H 2.090 4.833 1.172
H 1.557 2.142 4.207
H -0.022 2.968 4.087
C -5.876 0.066 -0.758
C -7.068 -0.579 -0.043
C -6.714 -2.052 0.208
S -4.928 -2.116 0.339
O -4.410 -2.880 -0.773
O -4.555 -2.403 1.702
C -4.641 -0.384 0.013
H -5.958 1.152 -0.782
H -5.829 -0.296 -1.791
H -7.235 -0.072 0.908
H -7.984 -0.489 -0.626
H -7.152 -2.424 1.131
H -7.011 -2.686 -0.626
H -3.711 -0.268 -0.545
H -4.569 0.129 0.972
C -4.782 2.488 4.456
C -4.505 3.943 4.060
C -5.176 4.185 2.704
S -6.570 3.058 2.627
O -6.329 2.097 1.573
O -7.798 3.807 2.701
C -6.268 2.264 4.199
H -4.524 2.294 5.496
H -4.189 1.815 3.830
H -4.936 4.612 4.809
H -3.436 4.151 4.012
H -5.539 5.206 2.605
H -4.507 3.948 1.877
H -6.543 1.213 4.139
H -6.879 2.770 4.946
C 3.059 -3.872 1.155
C 2.653 -5.151 1.896
C 3.793 -5.507 2.857
S 4.595 -3.958 3.276
O 5.937 -3.974 2.748
O 4.324 -3.635 4.656
C 3.586 -2.924 2.225
H 2.223 -3.435 0.612
H 3.849 -4.098 0.433
H 1.737 -4.968 2.464
H 2.451 -5.971 1.206
H 3.427 -5.976 3.767
H 4.534 -6.148 2.381
H 4.189 -2.110 1.823
H 2.774 -2.524 2.833

Calculated values
LUMO, Ha: -0.1321
Net charge: +1
Frontier orbital gap, hartree: 0.280
Highest occupied orbital energy, eV: -11.21

Löwdin population analysis, charges in e, atoms 1 to 4: C -0.070; C -0.248; O -0.181; C -0.203


[3]
Formula: C17H18F6N2O5S2SiV
Source: OMol25
Level of theory: ωB97M-V with the def2-TZVPD basis set

Positions of all 52 atoms, in Å:
V 0.932 0.143 -0.173
C 2.081 -0.027 -2.645
Si 0.582 1.073 -3.009
C 1.142 2.677 -3.784
C -0.586 0.166 -4.144
N -0.042 1.266 -1.410
C -1.165 1.913 -0.925
C -2.082 2.652 -1.673
C -3.181 3.254 -1.074
C -3.397 3.136 0.289
C -2.504 2.406 1.068
C -1.425 1.818 0.450
O -0.453 1.069 1.154
C -0.667 0.787 2.513
C -0.045 1.590 3.448
C -0.214 1.289 4.792
C -0.992 0.204 5.171
C -1.604 -0.587 4.208
C -1.447 -0.298 2.859
H 2.731 -0.052 -3.522
H 1.809 -1.065 -2.436
H 2.726 0.355 -1.836
H 1.586 2.505 -4.767
H 1.883 3.175 -3.156
H 0.303 3.364 -3.914
H -0.122 -0.028 -5.114
H -1.491 0.752 -4.323
H -0.882 -0.788 -3.705
H -1.923 2.749 -2.741
H -3.875 3.818 -1.684
H -4.254 3.604 0.753
H -2.653 2.298 2.134
H 0.559 2.426 3.123
H 0.269 1.901 5.543
H -1.117 -0.031 6.219
H -2.202 -1.439 4.502
H -1.899 -0.909 2.090
F 3.691 -3.901 0.416
C 3.754 -2.605 0.686
F 4.135 -1.944 -0.403
F 4.635 -2.393 1.659
S 2.109 -2.001 1.257
O 2.305 -0.557 1.399
O 1.757 -2.769 2.397
N 1.237 -2.128 -0.063
S -0.124 -2.978 -0.301
O -1.094 -2.708 0.713
O -0.445 -2.843 -1.683
C 0.341 -4.758 -0.112
F 0.669 -5.058 1.136
F 1.365 -5.047 -0.911
F -0.716 -5.476 -0.474

Calculated values
LUMO (alpha / beta), Ha: 0.0148 / 0.0029
Net charge: 0
Frontier orbital gap (alpha / beta), hartree: 0.305 / 0.296
Highest occupied orbital energy (alpha / beta), eV: -7.91 / -7.99
Spin multiplicity: 4

Löwdin population analysis, charges in e, atoms 1 to 4: V 0.879; C -0.178; Si 0.388; C -0.167


[4]
Formula: C3H6NP
Source: OMol25
Level of theory: ωB97M-V with the def2-TZVPD basis set

Positions of all 11 atoms, in Å:
C -0.084 -1.070 -0.426
N -1.155 -0.472 -0.573
P -1.910 0.336 0.744
H 0.337 -1.675 -1.195
H 0.528 -1.203 0.546
H -1.545 1.629 0.314
H -3.138 0.189 0.148
C 1.307 0.896 0.328
C 2.160 0.188 -0.174
H 0.717 1.650 0.774
H 2.783 -0.468 -0.486

Calculated values
LUMO, Ha: 0.0407
Net charge: 0
Frontier orbital gap, hartree: 0.351
Highest occupied orbital energy, eV: -8.44
SMILES: C=NP.C#C

Löwdin population analysis, charges in e, atoms 1 to 4: C -0.285; N -0.350; P 0.728; H 0.061


[5]
Formula: C21H51BO13PS5
Source: OMol25
Level of theory: ωB97M-V with the def2-TZVPD basis set

Positions of all 92 atoms, in Å:
C -0.679 -4.489 0.749
C -1.426 -4.362 -0.657
C -2.390 -3.091 -0.806
C -3.342 -2.803 0.449
C -4.454 -3.956 0.535
B -3.948 -1.258 0.405
C -2.999 -0.128 1.108
C -1.426 -0.314 0.986
C -0.740 0.587 -0.190
C 0.703 1.121 0.201
O 0.960 2.334 -0.027
O 1.744 0.328 0.752
C 1.886 -0.940 0.048
C 2.028 -0.805 -1.541
P -5.552 -1.325 1.534
S -7.206 -1.729 0.580
S -4.329 -0.640 -1.343
C -5.311 -1.803 -2.390
O -3.109 -0.240 -2.145
O -5.189 0.616 -1.178
H -1.430 -4.813 1.554
H 0.142 -5.289 0.730
H -0.213 -3.500 1.062
H -0.597 -4.230 -1.451
H -1.943 -5.347 -0.937
H -2.986 -3.255 -1.778
H -1.709 -2.191 -1.038
H -2.746 -2.861 1.438
H -5.299 -3.869 -0.217
H -4.870 -4.122 1.596
H -3.913 -4.947 0.285
H -3.272 -0.111 2.229
H -3.284 0.917 0.714
H -0.964 0.103 1.960
H -1.042 -1.377 0.899
H -0.599 -0.145 -1.068
H -1.477 1.393 -0.493
H 1.042 -1.665 0.329
H 2.869 -1.400 0.431
H 2.840 -1.535 -1.905
H 1.054 -1.129 -2.058
H 2.346 0.262 -1.857
H -5.690 0.032 2.036
H -5.333 -2.131 2.714
H -5.123 -2.905 -2.202
H -6.430 -1.598 -2.243
H -5.101 -1.522 -3.488
O -2.452 4.902 3.792
S -1.839 5.433 2.602
O -1.579 6.841 2.446
O -2.656 4.908 1.311
C -4.064 5.133 1.257
C -4.389 6.569 0.888
C -0.341 4.545 2.285
H -4.538 4.850 2.201
H -4.460 4.467 0.486
H -4.091 7.255 1.684
H -5.462 6.690 0.722
H -3.852 6.867 -0.015
H -0.544 3.477 2.349
H 0.387 4.835 3.042
H 0.025 4.813 1.295
O 2.747 1.779 -3.506
S 3.000 3.161 -3.815
O 1.965 4.033 -4.303
O 4.271 3.253 -4.812
C 4.241 2.495 -6.021
C 3.359 3.147 -7.069
C 3.762 3.926 -2.413
H 3.928 1.466 -5.825
H 5.268 2.454 -6.393
H 2.309 3.120 -6.771
H 3.451 2.630 -8.027
H 3.630 4.197 -7.204
H 4.582 3.297 -2.069
H 3.006 4.019 -1.632
H 4.122 4.913 -2.702
O 6.139 -4.397 1.728
S 5.769 -4.409 3.119
O 4.440 -4.747 3.548
O 6.188 -2.997 3.786
C 5.717 -1.792 3.181
C 4.261 -1.527 3.516
C 6.921 -5.419 4.007
H 5.876 -1.814 2.099
H 6.329 -0.979 3.580
H 3.610 -2.271 3.051
H 3.955 -0.541 3.159
H 4.096 -1.582 4.595
H 7.933 -5.132 3.726
H 6.734 -6.457 3.732
H 6.758 -5.283 5.075

Calculated values
LUMO, Ha: 0.0609
Net charge: -1
Frontier orbital gap, hartree: 0.235
Highest occupied orbital energy, eV: -4.75

Löwdin population analysis, charges in e, atoms 1 to 4: C -0.133; C -0.258; C -0.200; C -0.343


[6]
Formula: C3H5O2Se
Source: OMol25
Level of theory: ωB97M-V with the def2-TZVPD basis set

Positions of all 11 atoms, in Å:
O 1.634 -0.015 1.140
C 1.695 -0.126 -0.089
O 2.616 -0.114 -0.870
C 0.211 -0.208 -0.871
C -0.806 0.437 0.018
Se -0.785 -0.376 1.900
H 0.278 0.282 -1.767
H -0.133 -1.319 -1.051
H -1.819 0.129 -0.292
H -0.700 1.445 0.277
H -2.190 -0.135 1.604

Calculated values
LUMO, Ha: 0.1241
Net charge: -1
Frontier orbital gap, hartree: 0.274
Highest occupied orbital energy, eV: -4.09
SMILES: O=C([O-])CC[SeH]

Löwdin population analysis, charges in e, atoms 1 to 4: O -0.187; C -0.762; O -0.042; C -0.201


no.,electronic energy (Ha)
1,-1034.53259
2,-6420.77640
3,-3773.45135
4,-513.83846
5,-4165.97094
6,-2669.24596